This record from the Open Molecules 2025 dataset describes a cluster of 2 separate species, C11H10N2OS in total. The level of theory is ωB97M-V/def2-TZVPD.

The geometry in XYZ format:
```
25
Properties=species:S:1:pos:R:3
C 2.43295 -1.32256 -0.57658
C 2.16973 -1.18562 0.78509
C 1.89588 -0.43890 -1.43966
C 1.43947 -0.13688 1.27404
C 1.08106 0.53604 -1.08292
C 0.92121 0.74881 0.31456
C -1.64587 -1.25594 -1.51095
C -3.14329 1.60290 -0.10016
C -3.14399 -0.43048 0.41793
C -2.22018 0.48211 -0.35297
C 0.16001 1.86276 0.59692
N -1.52377 0.03008 -1.32331
N -4.09956 0.62970 0.36407
O -3.21866 2.82271 -0.17403
S -2.88523 -2.06279 -0.54129
H 2.93580 -2.26193 -0.87566
H 2.53125 -1.92655 1.38544
H 2.27994 -0.62948 -2.47534
H 1.19791 -0.25546 2.36907
H 0.79089 1.35475 -1.75327
H -1.08054 -1.76217 -2.24630
H -2.93988 -0.80148 1.48221
H 0.18909 2.20960 1.57809
H -0.52942 2.46886 -0.02067
H -5.00641 0.65318 0.60595
```

Computed properties:
Max |F|, eV Å⁻¹: 5.17
LUMO level (alpha / beta), eV: 0.5 / -1.3
Spin multiplicity: 3
Highest occupied orbital energy (alpha / beta), eV: -6.8696 / -9.3222
Orbital gap (alpha / beta), eV: 7.405 / 7.985
Expectation value of S²: 2.060
Total charge: 0
Energy above the lowest of the compared OMol25 structures with the same formula, charge and spin, eV: 0.000